# 1
{"formula": "C17H15Cl2NO3", "method": "ωB97M-V with the def2-TZVPD basis set", "symbols": ["C", "C", "C", "O", "N", "C", "C", "C", "C", "C", "O", "O", "C", "C", "C", "C", "C", "Cl", "C", "Cl", "C", "C", "C", "H", "H", "H", "H", "H", "H", "H", "H", "H", "H", "H", "H", "H", "H", "H"], "positions_angstrom": [[-1.856179, 3.932982, -5.763554], [-2.510640, 3.337943, -4.524192], [-1.471468, 2.785660, -3.559596], [-0.284741, 2.792788, -3.775576], [-2.049451, 2.279754, -2.421837], [-1.446177, 1.689280, -1.314738], [-0.067054, 1.508680, -1.208628], [0.466656, 0.916914, -0.082743], [-0.358762, 0.496226, 0.957912], [0.170615, -0.132594, 2.184053], [-0.511091, -0.485721, 3.117083], [1.509185, -0.255103, 2.160686], [2.122545, -0.851187, 3.305356], [2.170543, -2.350903, 3.167675], [3.238779, -2.968476, 2.529082], [3.262783, -4.341567, 2.370831], [2.213708, -5.113909, 2.845758], [2.251593, -6.824219, 2.650130], [1.135393, -4.500207, 3.477658], [-0.177279, -5.444281, 4.068752], [1.116322, -3.123791, 3.635841], [-1.737567, 0.676462, 0.849372], [-2.274998, 1.264558, -0.272663], [-2.610590, 4.313180, -6.447448], [-1.191682, 4.745464, -5.482326], [-1.264764, 3.177081, -6.272944], [-3.099785, 4.098887, -4.005664], [-3.184192, 2.524619, -4.807656], [-3.057659, 2.337884, -2.364531], [0.573081, 1.835256, -2.010643], [1.532907, 0.777856, -0.002595], [1.554537, -0.568322, 4.197911], [3.128726, -0.428947, 3.344318], [4.056906, -2.373450, 2.153368], [4.092324, -4.824225, 1.878965], [0.271009, -2.652941, 4.113725], [-2.368833, 0.346978, 1.660342], [-3.344704, 1.401393, -0.351485]], "forces_ev_per_a": [[-0.1, -0.1, 0.2], [0.3, 0.1, -0.3], [-0.6, 0.1, 0.0], [0.3, 0.0, -0.1], [-0.4, 0.0, 0.1], [0.3, -0.2, 0.3], [0.1, 0.1, -0.2], [-0.2, -0.1, 0.3], [-0.1, 0.1, -0.2], [-0.1, 0.0, 0.2], [0.1, 0.0, 0.0], [0.1, 0.2, -0.3], [0.0, -0.2, 0.4], [0.0, 0.1, 0.0], [-0.1, 0.0, 0.1], [0.0, 0.0, 0.0], [-0.1, 0.2, 0.0], [0.1, -0.1, -0.1], [0.2, 0.0, -0.1], [-0.2, 0.0, 0.1], [0.1, -0.1, 0.0], [0.2, 0.0, 0.1], [0.1, 0.0, -0.1], [0.0, 0.0, -0.1], [0.1, 0.1, 0.0], [0.1, 0.0, -0.1], [-0.1, -0.1, 0.0], [-0.1, 0.0, 0.1], [0.2, 0.0, -0.1], [0.0, 0.0, 0.0], [0.1, 0.0, 0.0], [0.2, 0.0, -0.1], [-0.1, 0.0, 0.0], [0.1, 0.1, 0.0], [0.1, -0.1, 0.0], [-0.1, 0.0, 0.0], [-0.1, 0.0, 0.1], [-0.1, 0.0, 0.0]], "total_energy_ha": -1857.7292, "relative_energy_kcal_mol": 7.2, "multiplicity": 1, "homo_ev": -8.8294, "smiles": "CCC(=O)Nc1ccc(C(=O)OCc2ccc(Cl)c(Cl)c2)cc1", "gap_ev": 9.305, "total_charge": 0, "lumo_ev": 0.4761}

# 2
{"formula": "C3H5KO3", "method": "ωB97M-V with the def2-TZVPD basis set", "symbols": ["O", "C", "C", "O", "O", "C", "H", "H", "H", "H", "K", "H"], "positions_angstrom": [[-1.123079, 1.083306, 0.189899], [-0.398153, -0.017020, 0.319932], [-2.441703, 0.758355, -0.286828], [0.734149, -0.028827, 0.746044], [-1.109305, -1.109838, 0.091134], [-2.485742, -0.768389, -0.155786], [-2.522402, 1.105479, -1.322666], [-3.171037, 1.272160, 0.345282], [-2.807655, -1.275417, -1.069473], [-3.076558, -1.111632, 0.700401], [3.368734, -0.092569, 1.157284], [3.944369, 0.183805, -1.045700]], "forces_ev_per_a": [[-0.5, 0.6, -0.3], [1.4, 0.0, 1.6], [0.1, 0.1, -0.1], [-0.8, 0.0, -0.6], [-0.5, -0.6, -0.4], [0.1, -0.1, 0.0], [0.0, -0.1, 0.2], [0.2, -0.1, -0.2], [0.0, 0.1, 0.2], [0.1, 0.1, -0.2], [-0.1, 0.0, -0.1], [0.1, 0.0, -0.1]], "total_energy_ha": -942.8987, "relative_energy_kcal_mol": 39.5, "multiplicity": 1, "homo_ev": -5.5270, "gap_ev": 5.467, "total_charge": 0, "lumo_ev": -0.0601}

# 3
{"formula": "C3H5N2O3", "method": "ωB97M-V with the def2-TZVPD basis set", "symbols": ["C", "N", "O", "C", "N", "C", "O", "O", "H", "H", "H", "H", "H"], "positions_angstrom": [[-0.053175, -0.524726, -1.036761], [1.200472, -0.416266, -0.683371], [2.187993, -1.088207, -0.827529], [1.380569, 0.878258, 0.146383], [0.351405, 1.159637, 0.744476], [-0.718199, 0.148392, 0.801875], [-1.909118, 0.544706, 0.509431], [-0.494163, -0.808011, 1.651878], [-0.388676, -1.482966, -1.425448], [-0.591046, 0.205441, -1.595788], [2.093697, 1.674132, 0.162788], [-2.075417, 1.342310, -0.079247], [-0.984341, -1.632700, 1.631311]], "forces_ev_per_a": [[-2.1, -2.5, -1.2], [3.4, 3.0, 0.8], [-0.4, -1.2, -0.1], [-1.0, -0.6, -1.4], [-3.5, -0.5, 2.6], [2.2, 1.6, -1.8], [-1.7, 0.4, 0.1], [0.6, 0.7, 0.4], [0.6, -0.3, 0.3], [0.3, 1.3, 0.3], [1.6, -0.5, -0.7], [0.9, -1.1, 1.1], [-0.8, -0.1, -0.2]], "total_energy_ha": -452.0970, "relative_energy_kcal_mol": 97.6, "multiplicity": 1, "homo_ev": [-14.7878, -14.7891], "smiles": "C=[N+]([O-])C=[N+]=C(O)O", "gap_ev": [8.723, 8.722], "total_charge": 1, "lumo_ev": [-6.0648, -6.0669]}

# 4
{"formula": "C23H31N3P2Tb", "method": "ωB97M-V with the def2-TZVPD basis set", "symbols": ["C", "C", "C", "C", "C", "C", "C", "C", "C", "C", "C", "C", "C", "H", "H", "H", "H", "H", "H", "H", "N", "Tb", "C", "H", "H", "C", "H", "H", "P", "P", "C", "H", "H", "H", "C", "H", "H", "H", "C", "H", "H", "H", "C", "H", "H", "H", "H", "H", "C", "C", "N", "C", "C", "N", "H", "H", "H", "H", "H", "H"], "positions_angstrom": [[-1.106667, 3.353956, -2.524126], [-0.880849, 2.077162, -2.016370], [0.462595, 1.611916, -1.928842], [1.530771, 2.432618, -2.422751], [1.254190, 3.750031, -2.867834], [-0.051010, 4.202288, -2.901066], [2.816202, 1.887637, -2.455577], [3.012678, 0.511709, -2.350342], [1.904796, -0.280835, -1.895480], [1.993438, -1.702063, -1.952845], [3.227005, -2.265006, -2.268352], [4.359943, -1.481495, -2.560966], [4.254801, -0.107307, -2.641734], [-2.134684, 3.707757, -2.614187], [2.087592, 4.368774, -3.201396], [-0.274869, 5.210203, -3.246509], [3.653465, 2.530136, -2.719538], [3.320422, -3.350859, -2.293118], [5.314377, -1.965352, -2.761576], [5.097052, 0.528400, -2.923148], [0.782828, 0.371932, -1.391728], [0.661935, 0.288203, 0.916616], [-2.046253, 1.224626, -1.547432], [-2.037191, 0.210696, -1.975444], [-3.000019, 1.702883, -1.805069], [0.797176, -2.584290, -1.634145], [-0.091565, -2.309069, -2.222479], [1.044477, -3.640077, -1.811176], [-1.992882, 1.038933, 0.292889], [0.375454, -2.439165, 0.153309], [1.794118, -3.416201, 0.796255], [1.814683, -3.414320, 1.892595], [1.722062, -4.449401, 0.429417], [2.730545, -2.970587, 0.434666], [-1.063294, -3.554461, 0.330092], [-0.808810, -4.576294, 0.017653], [-1.396022, -3.569469, 1.376517], [-1.900602, -3.188878, -0.281404], [-2.402321, 2.778234, 0.729738], [-3.331749, 3.112611, 0.244465], [-2.485860, 2.875601, 1.818942], [-1.574127, 3.419089, 0.404113], [-3.551338, 0.158048, 0.641846], [-3.646669, 0.031489, 1.730356], [-4.423901, 0.707243, 0.255723], [-3.512882, -0.840736, 0.181936], [2.509663, 1.276276, 0.540482], [0.374034, 2.102898, 1.468758], [-1.723026, 1.396322, 3.979474], [-1.262968, -0.008875, 3.854710], [-0.317479, -0.529198, 3.049529], [-0.190995, -1.874858, 3.411073], [-1.094793, -2.160047, 4.385075], [-1.767362, -0.976546, 4.643175], [-2.647832, 1.550823, 3.397778], [-1.968749, 1.603520, 5.036356], [-0.922421, 2.070514, 3.646900], [0.528439, -2.520870, 2.935558], [-1.288460, -3.070764, 4.914674], [-2.527079, -0.845506, 5.303984]], "forces_ev_per_a": [[0.1, -0.9, 0.5], [-0.4, 0.4, 0.2], [1.1, -0.7, 0.4], [-0.2, -0.1, 0.2], [-0.6, 0.3, 0.0], [0.9, 0.1, -0.2], [-0.1, 0.1, -0.5], [-0.2, -0.3, 0.3], [-0.4, 1.3, 0.3], [0.4, -0.3, 0.4], [-0.7, 0.3, 0.2], [0.3, 0.8, -0.2], [0.0, -0.5, 0.1], [0.3, -0.1, 0.0], [-0.3, -0.1, 0.1], [0.1, -0.3, 0.0], [-0.1, -0.1, 0.1], [-0.1, 0.2, -0.1], [-0.3, 0.1, 0.0], [-0.2, -0.3, 0.1], [-0.5, -0.6, -3.1], [1.9, 0.9, 1.0], [0.1, -0.1, 0.0], [0.1, 0.3, 0.0], [0.2, -0.1, -0.1], [0.1, 0.2, 0.0], [0.3, 0.0, 0.1], [-0.1, 0.3, -0.2], [-0.6, 1.0, -0.4], [-0.1, -1.0, -0.4], [-0.1, -0.1, 0.2], [0.1, -0.2, -0.3], [0.1, 0.2, 0.2], [-0.2, -0.1, 0.1], [-0.1, -0.2, 0.1], [-0.1, 0.2, 0.1], [0.1, 0.0, -0.3], [0.3, -0.1, 0.1], [0.0, 0.0, 0.1], [0.2, -0.2, 0.2], [0.0, 0.1, -0.4], [-0.2, -0.2, 0.1], [-0.2, -0.2, 0.0], [-0.1, 0.0, -0.3], [0.3, -0.2, 0.1], [-0.1, 0.3, 0.2], [-0.3, -0.5, 0.2], [-0.7, 0.7, 0.3], [-0.1, 0.2, 0.1], [0.7, -0.7, -0.5], [-0.5, 0.0, 1.0], [-0.7, 0.8, 0.2], [0.1, 0.2, -0.1], [0.2, -0.5, 0.1], [0.4, 0.1, 0.2], [0.2, 0.0, -0.4], [-0.4, -0.1, -0.1], [-0.2, 0.1, 0.2], [-0.1, -0.1, 0.1], [0.4, -0.1, -0.2]], "total_energy_ha": -2566.2297, "relative_energy_kcal_mol": 0.0, "multiplicity": 7, "s2": 12.690, "homo_ev": [-9.8539, -9.7416], "gap_ev": [6.066, 5.948], "total_charge": 1, "lumo_ev": [-3.7875, -3.7934]}

# 5
{"formula": "C4H6O2S", "method": "ωB97M-V with the def2-TZVPD basis set", "symbols": ["C", "C", "C", "C", "H", "H", "H", "H", "H", "H", "O", "O", "S"], "positions_angstrom": [[0.532321, 1.853396, 0.094024], [-0.344872, -0.937108, -0.649072], [-1.003276, -0.985617, 0.848096], [1.253977, -1.206504, -0.156971], [1.674906, 2.563328, -0.341053], [-0.417757, 2.343205, 0.679912], [0.915764, 1.069934, 1.066531], [-0.770414, -1.294660, -1.531797], [-0.422486, -1.821133, 1.653916], [1.907489, -1.614918, -1.018127], [-1.675526, -0.061291, 1.173484], [1.399487, -0.869051, 1.035267], [-0.206756, 0.865749, -1.187241]], "forces_ev_per_a": [[1.6, -0.1, 3.9], [3.8, 1.8, 4.4], [1.8, -0.9, -0.2], [-3.5, 0.6, 0.4], [-4.2, -2.1, 1.5], [2.9, -0.2, -1.7], [-0.7, 2.4, -3.2], [-0.6, -1.5, -1.0], [-2.3, 1.9, -2.2], [0.0, 0.8, 1.9], [-0.4, -0.7, 0.8], [1.5, -1.4, -3.8], [0.2, -0.7, -0.7]], "total_energy_ha": -704.4948, "relative_energy_kcal_mol": 115.9, "multiplicity": 1, "homo_ev": -8.6958, "gap_ev": 8.900, "total_charge": 0, "lumo_ev": 0.2046}

# 6
{"formula": "C5H14NO", "method": "ωB97M-V with the def2-TZVPD basis set", "symbols": ["C", "C", "C", "C", "C", "N", "H", "H", "H", "H", "H", "H", "H", "H", "H", "H", "H", "H", "H", "H", "O"], "positions_angstrom": [[2.173178, 1.058297, -1.157791], [2.235273, -0.338700, -0.530122], [0.908782, -1.097308, -0.539425], [-0.410228, -0.665777, 0.173012], [-0.949255, -1.348966, 2.383962], [-0.300969, -0.566719, 1.605438], [1.505797, 1.184235, -2.031304], [1.811375, 1.813328, -0.448012], [3.137745, 1.469461, -1.481289], [3.080021, -0.858811, -0.969687], [2.558388, -0.193365, 0.517498], [0.747086, -1.228806, -1.631093], [1.099921, -2.117719, -0.155624], [-0.768117, 0.272805, -0.289062], [-1.178593, -1.363376, -0.154078], [-0.945747, -1.260656, 3.477531], [-1.745872, -1.976195, 1.970448], [0.571099, -0.248706, 2.041442], [-4.049766, 3.027882, -1.232414], [-4.885989, 1.826652, -1.009565], [-4.594131, 2.612444, -0.539867]], "forces_ev_per_a": [[-0.4, 1.1, -0.2], [0.0, 1.7, 1.4], [0.5, -1.6, -0.7], [0.9, 1.2, -2.9], [-1.8, 0.6, 0.2], [0.7, -2.0, 1.2], [0.2, -0.6, 0.3], [-0.1, -0.2, 0.1], [0.0, -0.5, 0.1], [-0.5, -0.7, -0.3], [0.1, 0.0, -0.2], [-0.8, 0.0, 0.7], [0.0, 0.3, -0.2], [0.3, 0.1, 0.8], [0.0, -0.3, 0.7], [0.8, -0.2, -0.4], [0.3, 0.2, 0.0], [-0.3, 1.0, -0.5], [-0.2, 0.2, 0.5], [-0.4, -0.2, 0.2], [0.6, 0.0, -0.7]], "total_energy_ha": -328.5975, "relative_energy_kcal_mol": 55.7, "multiplicity": 1, "homo_ev": -13.9958, "gap_ev": 8.476, "total_charge": 1, "lumo_ev": -5.5194}